1.
{"formula": "C6H4O", "method": "wB97M-V/def2-TZVPD", "e_tot_ha": -306.013719, "de_lowest_ev": 5.3827, "e_homo_ev": -9.74, "homo_lumo_gap_ev": 8.4265, "species": ["C", "C", "C", "C", "O", "C", "C", "H", "H", "H", "H"], "positions_angstrom": [[-1.77787, 0.67468, -0.07073], [-0.56399, -1.68831, -1.52489], [0.12383, -0.97403, -0.74119], [0.51080, -0.04201, 0.14945], [-0.40756, 0.81039, 0.57416], [1.89081, -0.01778, 0.59790], [3.06794, -0.16664, 0.83668], [-1.73620, 1.27473, -0.98860], [-2.38323, 1.07526, 0.73262], [-2.17730, -0.31840, -0.37472], [4.11481, -0.31618, 1.04122]], "nbo_charge": [-0.2692, 0.0695, -0.5184, 0.4251, -0.4303, -0.0997, -0.0822, 0.2103, 0.2056, 0.2396, 0.2497]}

2.
{"formula": "C3H3ClN2", "method": "wB97M-V/def2-TZVPD", "e_tot_ha": -685.638541, "de_lowest_ev": 4.8134, "e_homo_ev": [-9.40, -9.55], "homo_lumo_gap_ev": [7.8310, 4.9263], "species": ["C", "C", "C", "N", "N", "Cl", "H", "H", "H"], "positions_angstrom": [[-0.83342, 0.60474, -0.17756], [0.46843, 0.27906, -0.08236], [-0.01275, 1.68860, 1.41697], [-1.17044, 1.44774, 0.91757], [1.01752, 0.98463, 0.94307], [2.92519, 2.03813, 2.63406], [-1.56554, 0.20451, -0.96621], [0.86635, -0.51228, -0.66657], [1.92142, 1.11426, 1.23332]], "nbo_charge": [-0.0979, -0.1132, 0.4972, -0.4910, -0.5902, -0.0706, 0.2269, 0.2234, 0.4154]}

3.
{"formula": "C47H55IrN3O7PS2", "method": "wB97M-V/def2-TZVPD", "spin_multiplicity": 5, "e_tot_ha": -3756.896378, "de_lowest_ev": 0.9279, "e_homo_ev": [-5.10, -8.58], "s_squared": 6.0258, "homo_lumo_gap_ev": [4.5174, 6.3594], "species": ["Ir", "O", "C", "C", "C", "C", "C", "C", "C", "C", "C", "O", "C", "C", "C", "C", "C", "C", "C", "C", "C", "C", "C", "C", "N", "C", "C", "C", "C", "C", "C", "C", "C", "C", "C", "C", "C", "H", "H", "H", "H", "H", "H", "H", "H", "H", "H", "H", "H", "H", "H", "H", "H", "H", "H", "H", "H", "H", "H", "H", "H", "H", "H", "H", "S", "C", "N", "C", "C", "C", "N", "H", "H", "H", "H", "C", "S", "C", "O", "H", "H", "H", "H", "H", "H", "C", "C", "C", "C", "O", "P", "O", "O", "O", "C", "C", "C", "C", "H", "H", "H", "H", "H", "H", "H", "H", "H", "H", "H", "H", "H", "H", "H", "H", "H", "H"], "positions_angstrom": [[-0.04942, 1.28255, -0.68457], [1.54796, 0.35029, -1.27519], [2.90386, 0.74937, -1.14345], [3.00087, 1.91189, -0.08581], [2.05051, 3.07585, -0.35361], [2.62617, 4.34564, -0.42052], [1.88363, 5.45713, -0.80823], [0.53924, 5.32868, -1.13233], [-0.04649, 4.08628, -1.01336], [-1.47541, 3.89142, -1.45438], [-2.33697, 3.11152, -0.45927], [-1.68263, 1.98130, 0.07760], [-2.67810, 4.11919, 0.70935], [-3.07215, 3.65232, 1.98144], [-3.40281, 4.49881, 3.01460], [-3.28559, 5.88772, 2.88362], [-2.85277, 6.35055, 1.64748], [-2.60013, 5.48863, 0.59760], [-3.61758, 2.53948, -1.09734], [-4.57373, 3.51587, -1.43235], [-5.84356, 3.15920, -1.83708], [-6.16049, 1.81061, -1.99369], [-5.18968, 0.82282, -1.70673], [-3.92499, 1.18181, -1.19741], [0.69415, 2.98138, -0.56100], [3.60859, -0.47913, -0.63367], [4.43390, -0.43496, 0.48263], [4.95506, -1.63968, 0.97051], [4.70516, -2.84138, 0.37407], [3.84493, -2.89196, -0.73842], [3.35155, -1.72359, -1.29907], [3.45480, 1.03710, -2.55472], [4.56883, 1.90586, -2.76271], [5.00950, 2.19915, -4.05859], [4.38886, 1.63547, -5.15362], [3.44394, 0.64880, -4.96646], [2.94518, 0.40667, -3.66464], [3.98158, 2.39436, -0.05777], [2.81873, 1.45589, 0.90180], [3.65589, 4.46357, -0.07034], [2.44268, 6.34387, -0.84617], [-0.09147, 6.19346, -1.36486], [-1.47325, 3.23414, -2.35080], [-1.93253, 4.81129, -1.71114], [-3.12877, 2.58382, 2.12148], [-3.75385, 4.09557, 3.97464], [-3.57899, 6.57005, 3.67750], [-2.71496, 7.38636, 1.39151], [-2.34261, 5.97222, -0.37931], [-4.37264, 4.57161, -1.22221], [-6.59936, 3.93402, -2.02353], [-7.12137, 1.49438, -2.36636], [-5.39647, -0.26547, -1.87109], [-3.21458, 0.38422, -0.92847], [4.58608, 0.50520, 1.02340], [5.49060, -1.65045, 1.90681], [5.11710, -3.76509, 0.75853], [3.62198, -3.83428, -1.25218], [2.64723, -1.75882, -2.10547], [5.13828, 2.32798, -1.90864], [5.82021, 2.93154, -4.20809], [4.72627, 1.88634, -6.15740], [3.06781, 0.09718, -5.81523], [2.13403, -0.32835, -3.43641], [2.34070, -5.88440, -0.43246], [2.57682, -5.72568, 1.18829], [2.27416, -4.57082, 1.81241], [2.82488, -4.28221, 3.03936], [3.55563, -5.27257, 3.69992], [3.49709, -6.51017, 3.09470], [3.10593, -6.70097, 1.86219], [1.83052, -3.84726, 1.25940], [2.53255, -3.34728, 3.46067], [4.22505, -5.07327, 4.53145], [3.95071, -7.41474, 3.46680], [1.27885, 1.66563, 6.04311], [1.67611, 1.66097, 4.25267], [0.67932, 0.27644, 3.68769], [3.09554, 1.20155, 4.12417], [0.22591, 1.84334, 6.29298], [1.93495, 2.47477, 6.34364], [1.66410, 0.71753, 6.52084], [-0.40141, 0.46566, 3.79973], [0.97352, -0.63157, 4.25330], [0.96198, 0.12148, 2.66034], [-4.13186, -3.30215, 0.50017], [-3.12097, -2.80098, 1.55333], [-2.16929, -3.77083, 2.14727], [-3.87452, -1.85102, 2.53897], [-2.26986, -1.70922, 0.79650], [-1.12668, -1.93172, -0.23131], [0.09551, -2.57798, 0.25078], [-0.95473, -0.52459, -0.89919], [-1.90884, -2.71818, -1.43048], [-1.25878, -3.22240, -2.64074], [-0.26766, -2.20354, -3.20912], [-2.44474, -3.32436, -3.61795], [-0.67547, -4.65347, -2.36051], [-4.91181, -3.97546, 0.97876], [-3.62235, -3.85058, -0.30269], [-4.64768, -2.44970, 0.05081], [-2.74823, -4.51731, 2.72240], [-1.43363, -3.28391, 2.84457], [-1.61669, -4.24389, 1.33009], [-4.55024, -2.32125, 3.29622], [-4.52905, -1.16268, 1.99119], [-3.13183, -1.25512, 3.13151], [-0.84856, -1.30274, -3.51004], [0.13096, -2.66308, -4.13577], [0.51389, -1.90186, -2.51616], [-2.88210, -2.30850, -3.66374], [-3.21202, -3.99272, -3.15803], [-2.18465, -3.64142, -4.67065], [0.22002, -4.67181, -1.68431], [-0.45166, -5.29945, -3.20535], [-1.48115, -5.17176, -1.78861]], "mulliken_spin": [1.8386, 0.1180, 0.0985, -0.0306, -0.0095, -0.0192, 0.0191, -0.0108, -0.0093, 0.0469, 0.0175, 0.0106, 0.0194, 0.0088, 0.0005, 0.0004, -0.0003, -0.0038, -0.0086, 0.0018, 0.0001, -0.0003, 0.0007, -0.0153, -0.0553, -0.0030, 0.0053, 0.0147, -0.0167, 0.0290, 0.0246, -0.0192, -0.0023, 0.0003, -0.0005, -0.0045, 0.0025, -0.0055, 0.0159, 0.0004, 0.0010, 0.0011, 0.0038, -0.0015, -0.0057, -0.0001, 0.0000, -0.0001, 0.0006, 0.0002, 0.0001, -0.0001, 0.0001, 0.0144, 0.0009, 0.0160, -0.0093, -0.0391, 0.0012, 0.0000, 0.0000, 0.0000, 0.0000, -0.0066, 0.8072, -0.0453, 0.2713, 0.4444, -0.0371, 0.3399, 0.1818, -0.0745, 0.0713, -0.0070, 0.0328, 0.0000, -0.0007, 0.0000, 0.0002, 0.0000, 0.0000, 0.0000, 0.0012, 0.0007, -0.0071, -0.0005, 0.0014, -0.0011, -0.0002, -0.0362, -0.0142, -0.0064, 0.0581, -0.0055, 0.0059, -0.0190, -0.0008, -0.0035, 0.0000, 0.0001, 0.0001, 0.0001, 0.0027, -0.0009, 0.0000, 0.0000, 0.0001, -0.0013, -0.0005, 0.0060, 0.0000, 0.0002, -0.0001, 0.0004, -0.0011, 0.0011]}

4.
{"formula": "C25H14BBr4CrN3O6", "method": "wB97M-V/def2-TZVPD", "spin_multiplicity": 5, "e_tot_ha": -12942.437940, "charge": -2, "e_homo_ev": [0.21, -2.07], "s_squared": 6.0625, "homo_lumo_gap_ev": [3.7891, 6.0639], "species": ["Cr", "Br", "C", "C", "Br", "C", "Br", "C", "O", "C", "O", "C", "Br", "N", "C", "C", "C", "N", "C", "C", "H", "H", "H", "H", "H", "H", "O", "C", "N", "C", "O", "C", "C", "C", "C", "C", "C", "H", "H", "H", "H", "O", "B", "O", "C", "C", "C", "C", "C", "C", "H", "H", "H", "H"], "positions_angstrom": [[-0.07478, -0.26976, 0.12795], [0.74359, -6.06539, 3.85828], [1.07131, -4.42828, 2.95500], [2.31735, -3.83641, 2.98401], [3.75420, -4.64538, 3.92474], [2.52652, -2.61626, 2.31237], [4.19322, -1.71790, 2.32859], [1.50847, -1.98561, 1.60386], [1.63302, -0.85106, 0.98603], [0.21436, -2.61494, 1.55840], [-0.71460, -1.98171, 0.89750], [0.02357, -3.80477, 2.24451], [-1.73152, -4.52196, 2.18911], [-0.91342, 2.03293, 6.10499], [-0.81815, 1.57685, 4.79033], [-0.13395, 2.30758, 3.82537], [-0.03802, 1.80488, 2.54050], [-0.57912, 0.63913, 2.17816], [-1.21776, -0.07002, 3.10690], [-1.36511, 0.35408, 4.41518], [-0.81848, 3.02935, 6.21171], [-1.69192, 1.66340, 6.62512], [0.33069, 3.25597, 4.06741], [0.49977, 2.34337, 1.76879], [-1.63130, -1.01348, 2.76892], [-1.89114, -0.26730, 5.13025], [-1.79383, 0.41170, -0.75609], [-1.22654, 1.55982, -0.97759], [0.06349, 1.67343, -0.54051], [0.52939, 2.95887, -0.76888], [1.62764, 3.41443, -0.41067], [-0.56546, 3.67038, -1.43985], [-0.66352, 4.97622, -1.90837], [-1.84205, 5.39736, -2.50080], [-2.94328, 4.50433, -2.62600], [-2.86539, 3.20932, -2.16445], [-1.67080, 2.77588, -1.56410], [0.18302, 5.64741, -1.80606], [-1.93054, 6.41165, -2.87466], [-3.85855, 4.85297, -3.09333], [-3.70816, 2.53351, -2.25957], [1.08084, -0.53391, -2.84024], [0.47613, -1.14723, -1.70173], [0.28583, -2.52582, -2.03152], [0.74805, -2.70339, -3.29473], [0.77608, -3.85377, -4.04897], [1.30518, -3.75694, -5.34156], [1.78020, -2.54732, -5.83450], [1.74792, -1.38535, -5.05425], [1.22578, -1.49577, -3.78642], [0.40297, -4.78777, -3.64916], [1.34359, -4.64070, -5.96748], [2.18188, -2.50092, -6.83982], [2.11332, -0.43570, -5.42266]], "nbo_charge": [1.0480, 0.0247, -0.1611, -0.1693, 0.0278, -0.1950, 0.0359, 0.2702, -0.6929, 0.3348, -0.7295, -0.2281, 0.0247, -0.8009, 0.1974, -0.3142, 0.1037, -0.5082, 0.0927, -0.3181, 0.3713, 0.3704, 0.2071, 0.2461, 0.2316, 0.2046, -0.6968, 0.5267, -0.6648, 0.5942, -0.6946, -0.1918, -0.1660, -0.3054, -0.2732, -0.2082, -0.1397, 0.2024, 0.1806, 0.1815, 0.2006, -0.6546, 0.7940, -0.6766, 0.3057, -0.2860, -0.2455, -0.2490, -0.2510, 0.2279, 0.2144, 0.1935, 0.1935, 0.2148]}